{"formula": "CHN3O2", "method": "the ωB97M-V functional and the def2-TZVPD basis", "species": ["O", "C", "N", "N", "N", "O", "H"], "xyz": [[-1.98, 0.00, -0.02], [-0.79, 0.01, -0.02], [0.15, 1.03, 0.09], [1.43, 0.54, -0.07], [1.36, -0.69, 0.01], [0.00, -1.04, 0.02], [0.01, 2.05, -0.11]], "homo_ev": -11.06, "max_force_ev_per_a": 3.136, "energy_ev": -9616.323, "e_lumo_ev": 0.478, "total_charge": 0, "e_above_lowest_kcal_mol": 24.98}

***

{"formula": "C28H25Cl5NOSr", "method": "the ωB97M-V functional and the def2-TZVPD basis", "species": ["C", "C", "C", "H", "C", "C", "H", "C", "C", "C", "H", "C", "C", "H", "H", "H", "H", "H", "H", "Sr", "C", "C", "C", "H", "H", "H", "H", "H", "H", "C", "C", "H", "H", "O", "N", "C", "H", "C", "C", "H", "C", "H", "C", "H", "C", "H", "C", "H", "H", "H", "Cl", "C", "C", "C", "Cl", "C", "Cl", "C", "Cl", "C", "Cl"], "xyz": [[-2.04, 1.61, 0.14], [-1.77, 1.22, -1.20], [-2.19, -0.13, -1.36], [-1.38, 1.86, -1.99], [-2.74, -0.56, -0.12], [-2.65, 0.51, 0.81], [-3.22, -1.53, 0.06], [2.49, 1.14, 0.14], [1.66, 1.71, -0.87], [1.44, 0.73, -1.87], [1.30, 2.73, -0.91], [2.11, -0.46, -1.47], [2.80, -0.19, -0.25], [-2.20, -0.69, -2.29], [-3.03, 0.51, 1.83], [-1.85, 2.59, 0.57], [3.51, -0.87, 0.24], [0.92, 0.86, -2.82], [2.86, 1.65, 1.02], [0.04, -0.30, 0.55], [2.09, -1.78, -2.21], [3.45, -2.46, -2.05], [1.76, -1.57, -3.70], [4.24, -1.78, -2.40], [3.46, -3.39, -2.63], [3.64, -2.71, -1.00], [2.48, -0.87, -4.15], [0.74, -1.19, -3.85], [1.84, -2.54, -4.22], [0.94, -2.64, -1.59], [0.85, -4.07, -2.14], [-0.03, -2.15, -1.77], [1.09, -2.75, -0.49], [1.77, -4.64, -2.73], [-0.33, -4.74, -1.97], [-1.61, -4.28, -1.42], [-0.28, -5.71, -2.25], [-2.51, -3.61, -2.44], [-3.78, -3.19, -2.06], [-4.13, -3.40, -1.05], [-4.60, -2.50, -2.96], [-5.57, -2.14, -2.63], [-4.17, -2.29, -4.27], [-4.81, -1.77, -4.98], [-2.91, -2.75, -4.68], [-2.56, -2.61, -5.70], [-2.09, -3.42, -3.76], [-1.12, -3.81, -4.08], [-1.44, -3.61, -0.56], [-2.12, -5.18, -1.04], [0.53, 3.80, 1.46], [0.38, 2.79, 2.86], [0.21, 1.43, 2.72], [-0.07, 0.62, 3.78], [-0.43, -1.09, 3.47], [-0.10, 1.15, 5.10], [-0.44, 0.15, 6.45], [0.14, 2.53, 5.29], [0.13, 3.22, 6.85], [0.38, 3.36, 4.16], [0.66, 5.03, 4.36]], "homo_ev": -4.45, "max_force_ev_per_a": 2.563, "energy_ev": -96430.116, "e_lumo_ev": 2.156, "total_charge": -1}

***

{"formula": "C2H6OS2", "method": "the ωB97M-V functional and the def2-TZVPD basis", "species": ["C", "S", "H", "H", "C", "S", "O", "H", "H", "H", "H"], "xyz": [[1.73, 0.64, 0.91], [2.72, -0.05, -0.23], [0.89, 1.26, 0.54], [1.91, 0.58, 1.96], [-1.36, -0.20, -0.47], [-0.34, -1.22, 0.65], [0.39, -2.12, -0.54], [-1.06, 0.79, -0.44], [-2.49, -0.20, -0.19], [-1.06, -0.59, -1.42], [1.28, -1.84, -0.91]], "homo_ev": -8.75, "max_force_ev_per_a": 2.831, "energy_ev": -25886.896, "e_lumo_ev": -0.391, "total_charge": 0, "e_above_lowest_kcal_mol": 41.51}

***

{"formula": "C3H4Br3F", "method": "the ωB97M-V functional and the def2-TZVPD basis", "species": ["C", "C", "C", "F", "Br", "Br", "Br", "H", "H", "H", "H"], "xyz": [[0.05, -1.41, -0.08], [-0.71, -0.10, 0.09], [0.59, 1.39, 0.01], [-0.28, 2.31, 0.54], [-2.11, 0.23, -1.18], [1.23, 1.72, -1.67], [1.79, 0.97, 1.42], [-0.72, -2.13, 0.06], [0.40, -1.65, -1.07], [0.69, -1.57, 0.79], [-0.94, 0.24, 1.09]], "homo_ev": -9.39, "max_force_ev_per_a": 5.819, "energy_ev": -216018.934, "e_lumo_ev": 0.415, "total_charge": 0, "e_above_lowest_kcal_mol": 31.49}